A 5-piece molecular cluster, C10H20O20S5 overall at a distorted geometry. Source: the Open Molecules 2025 dataset; level of theory: the ωB97M-V functional and the def2-TZVPD basis.

Geometry as XYZ:
```
55
Properties=species:S:1:pos:R:3:mulliken_charge:R:1
H -7.291 2.585 -2.538 0.37
O 0.232 5.400 -5.380 -0.52
H -0.993 0.838 0.973 0.28
C 0.072 0.789 1.199 -0.22
C -5.426 1.485 -2.560 -0.20
C 6.567 -0.263 7.435 -0.30
C 0.084 -3.257 -3.162 -0.31
H 7.021 -0.556 6.489 0.28
O -6.934 -1.421 -1.789 -0.53
S -0.284 4.091 -4.939 1.07
C 0.614 -4.683 -3.088 -0.31
H 5.954 0.634 7.347 0.28
O 2.905 2.053 3.016 -0.52
H -5.326 1.436 -3.644 0.23
H -4.846 2.355 -2.251 0.32
O -7.188 1.023 -1.023 -0.33
H -0.289 -0.768 2.837 0.27
O -5.939 -0.791 0.390 -0.52
O 0.277 2.805 -5.699 -0.30
H 8.541 -0.207 8.403 0.31
O -0.208 3.717 -3.487 -0.49
H -2.095 2.007 -6.489 0.25
H -7.465 0.969 -3.083 0.33
O -0.967 -3.147 -2.256 -0.27
H 1.697 -4.701 -3.212 0.31
O 1.539 -0.014 2.802 -0.33
O -1.629 -4.268 -0.036 -0.51
O 4.747 -0.285 9.953 -0.52
O 5.627 -1.282 7.819 -0.30
H -0.377 -3.064 -4.130 0.24
O 0.964 1.707 4.503 -0.53
H 0.650 0.652 0.286 0.28
C -0.245 2.692 -7.001 -0.33
O -1.749 3.911 -5.682 -0.32
O 7.161 -1.084 9.578 -0.34
S 1.566 1.541 3.186 1.11
H 0.821 -1.357 1.579 0.22
H 7.444 1.012 8.810 0.25
H 0.225 3.354 -7.728 0.27
C -1.702 2.971 -6.812 -0.21
C 0.464 -0.472 2.107 -0.25
H -0.127 1.638 -7.249 0.28
S 5.516 -1.431 9.431 1.07
H 0.106 -5.313 -3.818 0.30
O 0.536 1.932 1.941 -0.29
O -2.156 -5.238 -2.350 -0.56
O 0.197 -5.057 -1.732 -0.35
O -5.063 0.343 -1.763 -0.26
O 5.230 -2.868 9.802 -0.51
C 7.483 -0.061 8.621 -0.20
H -2.227 3.398 -7.667 0.29
H 0.821 -2.453 -3.166 0.31
S -6.305 -0.381 -0.971 1.09
C -6.939 1.572 -2.343 -0.51
S -1.292 -4.491 -1.458 1.15
```

The charge is 0. As for the energy above the lowest of the compared OMol25 structures with the same formula, charge and spin: 93.1 kcal/mol. The molar mass comes out at 620.6 g/mol.

---

One molecule with the formula C4H7N3 at a distorted geometry. Source: the Open Molecules 2025 dataset; level of theory: the ωB97M-V functional and the def2-TZVPD basis.

Geometry as XYZ:
```
14
Properties=species:S:1:pos:R:3:mulliken_charge:R:1
C -0.913 2.131 -2.465 0.41
H 1.470 -0.277 0.071 0.31
C 0.620 -1.519 1.631 -1.38
H 1.501 -1.525 2.275 0.37
H 0.596 0.629 1.326 0.29
C 0.593 -0.292 0.730 -0.24
H -1.264 -1.091 0.169 0.27
H -0.270 -1.538 2.270 0.37
C -1.099 0.408 -1.047 -0.66
N -0.625 -0.348 -0.075 0.06
H 0.626 -2.433 1.027 0.37
N -1.530 2.602 -3.324 -0.41
H 0.609 1.784 -1.140 0.27
N -0.313 1.468 -1.448 -0.02
```

The charge is 0. As for the energy above the lowest of the compared OMol25 structures with the same formula, charge and spin: 46.4 kcal/mol. The molar mass comes out at 97.1 g/mol.

---

C36H52BF4I2N3O3P2 as an isolated structure. Source: the Open Molecules 2025 dataset; level of theory: the ωB97M-V functional and the def2-TZVPD basis.

Geometry as XYZ:
```
103
Properties=species:S:1:pos:R:3:mulliken_charge:R:1
O 2.397 -1.194 5.046 -0.41
H 3.261 -5.876 -3.284 0.42
P 1.296 3.320 3.074 0.61
C 0.525 0.112 4.353 -0.19
N -1.944 0.579 -0.215 -0.41
P -1.920 1.442 3.103 0.60
H 3.841 -3.004 -0.153 0.46
C 2.975 3.786 0.078 -1.29
H -0.028 0.997 4.660 -0.16
H 3.555 -0.658 7.233 0.29
H -3.541 2.245 1.352 0.50
H -1.231 3.129 -6.417 0.37
C -3.926 5.568 -5.099 -0.54
N 1.890 1.367 1.423 0.31
H -4.602 5.672 -7.125 0.36
H -0.430 3.469 5.498 0.29
B -0.746 0.424 0.526 -0.38
C 4.338 -0.670 6.473 -1.22
C -2.049 -2.045 3.645 -1.54
C -0.394 1.038 2.011 1.62
H 0.709 -1.787 1.510 0.31
H -1.483 -6.818 -5.376 0.42
F -1.679 -2.099 1.279 -0.36
H 2.672 3.055 3.024 0.08
C -2.913 4.364 -6.925 -0.56
H 2.171 1.226 0.462 0.51
H 0.424 2.316 -0.447 1.18
H 3.297 3.200 -0.784 0.43
H 3.230 3.229 0.976 0.32
H 5.168 -1.267 6.855 0.39
H -1.187 3.843 3.277 0.09
H -4.670 6.244 -4.701 0.42
F 1.088 -6.659 -5.400 -0.32
C 0.469 3.027 0.381 -1.76
H 0.560 -5.925 -9.791 0.35
C 0.696 2.195 1.676 -0.13
H -1.677 2.240 5.817 0.30
H -0.776 -3.353 2.559 0.52
C -3.878 5.239 -6.447 -0.30
C 0.293 -1.564 2.488 -2.29
H -1.956 -2.831 4.398 0.31
H 1.992 -6.190 -7.768 0.41
H 0.942 2.589 4.216 -0.12
H -4.705 -0.196 2.719 0.37
H -1.304 3.721 -3.997 0.45
C -2.016 4.133 -4.700 -0.34
C -1.852 -6.466 -7.480 -0.28
C -2.989 5.005 -4.255 0.40
C 1.730 -4.400 -3.085 -0.63
H -2.084 3.944 5.825 0.39
H 4.620 -4.995 -1.412 0.38
H -2.927 -6.541 -7.388 0.35
C 1.882 0.201 2.167 -2.05
C 0.494 -0.043 2.804 2.50
H -1.898 -6.099 -9.592 0.37
N 0.959 4.839 3.169 -0.92
C -1.059 -6.620 -6.350 -0.48
H -0.031 -0.952 -0.644 0.32
C 0.309 -6.515 -6.496 0.53
H 1.294 5.059 0.536 0.52
H 1.709 -1.901 -0.799 0.18
C -1.986 3.813 -6.050 -0.38
F 0.163 -2.683 -2.685 -0.29
I -1.474 3.965 0.369 0.17
H -3.051 -2.126 3.229 0.43
I 1.112 4.702 -2.054 0.10
H -4.151 2.050 2.952 0.52
C 3.810 -1.261 5.164 -0.15
C 2.067 -2.773 -1.322 0.01
O 0.317 -0.233 -0.092 -0.74
C -3.529 1.557 2.201 -0.96
C -4.185 0.215 1.853 -1.16
H -2.829 3.526 3.689 0.80
C 3.258 -3.396 -0.976 -0.57
C 0.915 -6.266 -7.710 -0.49
H 4.053 -2.321 5.098 0.45
C 3.691 -4.511 -1.681 -0.68
C -1.038 -2.293 2.538 0.39
H 0.958 -2.076 3.186 0.67
H 0.308 5.208 2.490 0.30
H 3.547 4.713 0.072 0.39
H -2.883 4.111 -7.976 0.37
H -1.948 -1.077 4.126 0.28
C -1.816 3.145 3.829 -0.59
H -4.922 0.350 1.060 0.36
C 1.487 4.131 0.010 -0.07
C -1.471 3.193 5.326 -1.39
H -3.467 -0.529 1.515 0.05
C 2.928 -5.007 -2.731 -0.32
C 0.106 -6.118 -8.828 -0.28
C 1.332 -3.293 -2.365 0.47
H -2.588 1.299 0.069 0.01
O 2.830 -0.539 2.227 -0.56
F -3.029 5.319 -2.943 -0.27
H 1.734 0.473 6.066 0.66
H 4.255 -0.761 4.296 0.18
H -0.005 -0.725 4.808 0.74
C -1.274 -6.217 -8.717 -0.59
H -2.426 -0.228 -0.584 0.33
C 1.884 0.121 5.036 -1.35
H 1.121 -4.776 -3.894 0.55
H 2.597 0.818 4.568 0.37
H 4.709 0.348 6.348 0.30
```

The charge is 0. The molar mass comes out at 977.4 g/mol.

---

C39H93BaN8O17 as an isolated structure at a distorted geometry. Source: the Open Molecules 2025 dataset; level of theory: the ωB97M-V functional and the def2-TZVPD basis.

Geometry as XYZ:
```
158
Properties=species:S:1:pos:R:3:mulliken_charge:R:1
H -5.864 -5.949 2.346 0.29
H 1.129 -4.790 0.440 0.31
N -0.348 -6.354 0.896 -0.18
C -5.030 2.239 -8.306 -0.74
O -1.733 1.436 0.958 -0.63
O -2.491 -0.224 -0.187 -0.67
H -4.177 -2.130 -8.009 0.38
H 5.705 -1.862 9.598 0.43
C -8.627 0.046 -1.353 -0.59
H 4.198 -2.820 4.831 0.32
H 5.962 0.563 1.760 0.22
H 1.286 -1.409 5.246 0.39
C -0.814 7.004 2.551 -0.51
N 3.608 -0.866 6.973 0.38
H 7.983 0.482 1.061 0.40
Ba -5.244 -0.279 -4.063 1.12
H 6.573 5.668 1.229 0.15
H -7.332 3.147 -7.136 0.35
H 1.312 8.191 1.613 0.18
C -2.263 -1.381 -7.409 -0.56
H 2.593 -6.844 0.651 0.38
H 5.022 -0.180 -2.049 0.41
H -9.903 -0.555 -2.958 0.45
O -5.475 2.307 -6.979 -0.15
H -0.739 -2.182 -5.454 0.32
H -4.595 3.189 -8.616 0.41
C -2.658 -6.286 1.712 -0.64
H 7.742 2.477 2.515 0.36
H -0.832 8.399 0.817 0.40
C 4.738 -1.745 9.109 -1.43
C 3.700 -3.202 5.722 -1.51
N 1.048 7.618 0.825 -0.17
O -0.421 -0.100 0.336 -0.61
H -9.354 0.712 -0.888 0.41
H 5.867 2.644 -3.344 0.31
H 8.284 5.206 1.196 0.35
C 1.492 8.252 -0.485 -0.83
N -1.227 4.223 -3.700 0.91
C 4.906 2.291 -2.971 -0.81
H 2.474 -3.945 7.786 0.34
H -2.407 -6.349 2.771 0.33
H -8.193 -0.487 -0.506 0.38
O -2.046 3.286 -3.832 -0.63
C -6.332 3.418 -6.795 -0.87
C -9.328 -1.014 -2.154 -0.95
H 3.616 8.665 -0.074 0.34
H 6.193 -0.955 6.152 0.41
C 1.958 -6.679 -0.219 -0.50
C -8.126 -3.081 -1.992 -0.78
C 3.930 -6.513 -1.373 -0.76
O 4.997 1.811 -1.687 -0.19
H 4.581 -0.351 0.102 0.50
H -6.114 4.393 -7.233 0.31
H 4.703 -3.871 8.529 0.32
H 0.940 -2.893 5.959 0.38
H -7.940 -4.587 -3.372 0.37
H -0.042 -6.923 1.672 0.24
H 4.453 -6.932 -0.513 0.31
H 5.047 5.678 -1.345 0.20
C -1.522 -5.526 0.963 -0.46
H 0.938 -1.485 7.028 0.38
O 3.383 6.702 -0.650 -0.25
H 3.705 -7.332 -2.057 0.30
C 2.806 -2.960 8.116 -1.18
H 0.383 -5.704 -0.944 0.18
H -3.084 1.475 -7.671 0.40
H 7.338 4.994 2.610 0.32
H 1.695 -7.657 -0.624 0.34
H -1.858 6.698 2.475 0.37
H -5.796 2.139 -9.075 0.40
C 7.456 1.336 0.636 -0.62
H -0.675 -0.447 -5.475 0.31
H -4.411 -4.438 -4.111 0.23
C 4.021 -3.134 8.952 -0.59
H -9.064 -2.391 -3.442 0.29
O 2.768 -5.882 -0.954 -0.24
C -3.620 -1.228 -8.262 -1.05
H -6.355 3.694 -5.741 0.26
H -5.564 -5.696 -3.459 0.30
H 4.408 1.561 -3.610 0.34
H -1.973 -2.389 -7.703 0.33
H 5.512 1.263 7.705 0.38
H 5.382 7.429 -1.029 0.30
H -6.194 0.780 -0.537 0.46
H 4.207 1.176 8.812 0.41
H -0.893 6.787 0.388 0.40
H -1.316 -4.603 1.504 0.31
C 0.789 -5.757 0.066 -0.61
H -2.597 -7.288 1.286 0.41
H -1.167 5.859 4.658 0.31
H 7.038 -0.631 7.546 0.46
N -1.568 0.320 0.408 0.94
H 8.659 2.981 1.042 0.36
H 3.080 8.424 -1.759 0.35
H -1.617 -1.443 -4.173 0.32
H 1.383 9.333 -0.397 0.34
N -4.532 -0.107 -7.925 -0.05
H -9.067 -3.577 -1.756 0.41
H -7.354 2.073 -0.434 0.29
H -0.813 7.751 3.345 0.35
H 6.284 -0.857 -0.090 0.34
C 2.909 -2.199 6.627 1.27
H 6.646 0.510 -2.003 0.43
C -0.401 7.441 1.109 -0.88
H -1.455 -0.666 -7.567 0.42
O -6.121 -3.664 -3.260 -0.18
C -3.917 1.157 -8.298 -0.86
H -1.767 4.653 3.444 0.29
C 1.441 -1.950 6.180 -1.65
C 4.635 6.686 -1.310 -0.78
N 6.008 0.987 0.844 -0.25
C 5.050 0.597 8.434 -1.90
C 4.858 -0.814 7.895 1.65
C -1.314 -1.289 -5.208 -0.84
C 5.598 -0.010 -0.093 -0.86
H 4.434 6.830 -2.372 0.37
C 7.711 2.615 1.435 -0.71
C -5.448 -4.724 -3.939 -0.75
H -1.990 -5.287 0.008 0.22
N -8.416 -1.915 -2.832 0.03
C 6.208 -1.248 7.202 -1.86
H -5.208 -7.203 1.242 0.31
H 5.769 0.623 9.253 0.44
C 7.290 4.902 1.525 -0.76
C 5.643 0.583 -1.581 -0.72
H 7.720 1.518 -0.405 0.36
O -7.567 0.764 -2.042 -0.14
H 0.919 7.840 -1.315 0.46
H 2.050 -2.551 8.786 0.43
H 4.586 -3.529 6.266 0.31
H -5.308 -0.258 -8.554 0.24
H -4.722 -7.011 2.873 0.34
H -3.320 1.129 -9.210 0.49
H 3.647 -3.474 9.917 0.36
O -0.140 5.796 2.879 -0.26
H 6.508 -2.295 7.189 0.33
H -3.560 -1.369 -9.342 0.47
O 6.737 3.691 1.102 -0.17
H 4.200 -1.189 9.877 0.50
C -4.961 -6.437 1.978 -0.85
O -1.076 5.120 -4.526 -0.68
H -7.108 -4.934 -1.901 0.43
H -6.307 2.234 -1.752 0.35
O 3.629 0.128 5.961 -0.73
O -3.898 -5.615 1.550 -0.24
H -0.272 4.358 4.325 0.25
H -5.860 -4.857 -4.940 0.32
C -6.786 1.468 -1.141 -0.99
C -0.897 5.136 3.888 -0.76
H -7.542 -2.919 -1.086 0.36
H 4.396 3.254 -3.013 0.24
O -2.462 -1.257 -6.010 -0.09
H 4.478 -5.722 -1.885 0.23
H 3.039 -3.962 5.307 0.37
C 2.992 8.062 -0.734 -0.50
O -0.552 4.139 -2.682 -0.57
C -7.325 -4.126 -2.599 -0.83
H -9.981 -1.599 -1.507 0.36
```

The charge is -1. The molar mass comes out at 1083.5 g/mol.

---

C4H4O3S2 as an isolated structure at a distorted geometry. Source: the Open Molecules 2025 dataset; level of theory: the ωB97M-V functional and the def2-TZVPD basis.

Geometry as XYZ:
```
13
Properties=species:S:1:pos:R:3:mulliken_charge:R:1
C -1.085 -0.962 0.124 0.18
O -2.466 1.212 0.181 -0.37
H 0.831 -1.498 0.174 0.35
O -2.389 -1.064 -0.185 -0.38
C -0.134 -1.893 0.140 -0.85
S 0.070 1.388 1.401 -0.13
O -4.312 0.157 -0.338 -0.53
H -0.644 0.011 -2.350 0.20
H -0.431 -2.918 -0.061 0.32
C -0.771 0.554 0.009 0.54
H 0.955 2.099 0.639 0.16
S 0.046 0.834 -1.472 -0.15
C -3.155 0.177 -0.040 0.66
```

The charge is 0. As for the energy above the lowest of the compared OMol25 structures with the same formula, charge and spin: 31.3 kcal/mol. The molar mass comes out at 164.2 g/mol.

---

One molecule with the formula C9H22SSi at a distorted geometry. Source: the Open Molecules 2025 dataset; level of theory: the ωB97M-V functional and the def2-TZVPD basis.

Geometry as XYZ:
```
33
Properties=species:S:1:pos:R:3:mulliken_charge:R:1
C -0.279 1.164 -0.416 -0.65
H 2.053 -0.721 -0.950 0.26
C 0.715 -1.584 0.500 -0.32
H 0.451 -3.344 -1.916 0.28
H -0.158 -3.085 -3.552 0.36
H 1.103 3.851 2.938 0.33
H 0.568 -1.425 1.574 0.53
H -3.202 -1.102 2.061 0.34
H -1.595 -1.961 1.959 0.26
H -2.933 -0.387 -0.356 0.32
S -0.451 2.166 1.087 -0.18
C -2.216 -1.137 1.585 -1.03
H -2.617 -2.105 -0.363 0.37
H -1.753 -0.172 1.817 0.19
C 1.163 4.313 1.951 -1.28
H 0.738 1.296 -0.734 0.30
C -0.332 -2.825 -2.483 -1.21
C 2.046 -1.011 0.110 -1.34
C -2.289 -1.164 0.080 -0.40
H 2.130 4.814 1.827 0.36
H 2.872 -1.734 0.248 0.33
H 1.085 3.633 -0.079 0.37
H 0.704 -2.677 0.353 0.44
H 0.668 -0.950 -2.668 0.42
C -0.263 -1.335 -2.291 -0.45
Si -0.566 -0.703 -0.539 -0.32
H 0.364 5.005 1.839 0.34
H 1.887 2.495 1.013 0.25
H -1.018 -0.771 -2.831 0.38
H -1.305 -3.253 -2.228 0.26
H 2.275 -0.143 0.719 0.25
C 1.065 3.199 0.921 -0.30
H -0.909 1.654 -1.176 0.56
```

The charge is 0. As for the energy above the lowest of the compared OMol25 structures with the same formula, charge and spin: 0.0 kcal/mol. The molar mass comes out at 190.4 g/mol.

---

C13H25CaCl2CsLiNO8P as an isolated structure at a distorted geometry. Source: the Open Molecules 2025 dataset; level of theory: the ωB97M-V functional and the def2-TZVPD basis.

Geometry as XYZ:
```
53
Properties=species:S:1:pos:R:3:mulliken_charge:R:1
O 0.765 2.232 0.504 -0.77
H -0.506 -0.618 2.896 0.24
H -0.405 -5.963 -4.012 0.34
C 0.262 -0.045 3.406 -0.55
C -0.181 0.202 4.845 -0.15
C -1.589 2.171 -0.269 -0.49
Li -3.628 -0.969 -3.308 0.97
H -1.922 3.584 1.604 0.10
H 3.680 1.973 1.937 0.52
H 1.038 2.008 3.125 0.62
P -0.656 3.019 1.227 -0.32
C -1.438 -4.022 -1.281 -1.23
H -1.944 -4.647 -0.542 0.39
O -0.521 -0.734 5.521 -0.47
O -1.193 -1.695 -0.909 -0.45
Cl -1.076 3.136 -1.800 -0.16
C -3.645 1.416 -1.474 -0.92
O 7.363 0.480 -3.991 -0.51
H -3.490 3.242 -0.421 0.45
H -3.698 -2.657 -2.420 0.32
H 5.547 1.061 1.586 0.29
H -0.369 -4.041 -1.085 0.26
H -0.165 1.242 5.216 0.39
Cl -3.837 1.526 1.197 -0.13
C 2.395 0.188 1.000 -0.98
H -0.464 4.172 0.400 0.13
Cs 1.018 1.216 -1.448 1.26
C -1.932 -2.613 -1.173 0.99
H 0.113 3.735 2.208 0.18
H -2.987 0.549 -1.617 -0.45
H 2.348 -0.694 1.643 0.86
O 0.009 -5.107 -3.854 -0.67
O -0.868 1.753 2.368 -0.43
Ca 3.928 -1.218 -0.480 0.84
H 2.565 -0.220 -0.067 0.10
C -3.107 2.243 -0.260 -0.05
C 0.989 0.963 1.178 0.17
H -1.294 1.101 -0.466 -0.17
H -3.618 -1.289 -1.264 0.17
H -4.013 -2.911 -0.681 0.37
N 4.814 0.442 1.252 -0.61
C -3.416 -2.355 -1.401 -1.25
H 0.232 0.155 0.830 0.48
H 0.453 -5.216 -3.008 0.34
O 6.470 2.094 -2.744 -0.60
C 6.603 0.909 -3.081 0.67
H -4.621 1.017 -1.200 0.61
O 5.955 -0.076 -2.524 -0.54
H 1.213 -0.580 3.421 0.33
H -3.694 2.018 -2.377 0.49
C 3.683 0.999 1.458 0.18
H -1.619 -4.413 -2.283 0.41
C 0.457 1.237 2.616 -0.59
```

The charge is +1. The molar mass comes out at 605.1 g/mol.

---

A 2-piece molecular cluster, C2H4ClNO2 overall at a distorted geometry. Source: the Open Molecules 2025 dataset; level of theory: the ωB97M-V functional and the def2-TZVPD basis.

Geometry as XYZ:
```
10
Properties=species:S:1:pos:R:3:mulliken_charge:R:1
H 0.952 -2.080 -0.104 0.21
C 0.276 1.120 -0.074 0.89
Cl -2.826 -0.142 0.009 -0.36
H 0.791 -0.904 1.259 0.24
O 1.566 1.040 -0.238 -0.42
C 0.554 -0.194 -0.565 -0.37
H -2.028 0.855 0.629 0.34
N 0.633 -1.244 0.315 -0.34
H 0.639 -0.307 -1.577 0.42
O -0.557 1.856 0.346 -0.61
```

The charge is 0. As for the energy above the lowest of the compared OMol25 structures with the same formula, charge and spin: 28.3 kcal/mol. The molar mass comes out at 109.5 g/mol.

---

no.,Kohn-Sham gap (eV),E_tot (eV)
1,10.79,-105811.93373
2,9.52,-8729.66923
3,8.14,-95113.76884
4,0.95,-89347.65691
5,9.53,-32023.47650
6,9.26,-28403.14385
7,2.46,-85264.86337
8,10.84,-20244.99560